Entry 1:
The following is a DFT calculation (wB97M-V/def2-TZVPD) of the molecule CH5N at a distorted geometry.

```
7
Properties=species:S:1:pos:R:3:mulliken_charge:R:1
C -0.273 0.280 -0.322 -0.660
N 0.745 -0.488 0.445 -0.513
H 0.047 1.306 -0.733 0.258
H -0.492 -0.112 -1.445 0.235
H -1.283 0.492 0.100 0.244
H 0.837 -0.036 1.217 0.208
H 0.419 -1.443 0.738 0.228
```

Values from the calculation:
Gap between HOMO and LUMO   10.9 eV
Lowest unoccupied orbital energy   1.21 eV
E_HOMO   -9.66 eV
Electronic energy   -95.804160 a.u.
Energy relative to the best compared isomer or geometry (same formula, charge and spin)   0.9376 eV


Entry 2:
The following is a DFT calculation (wB97M-V/def2-TZVPD) of C4H4BiLiO5 as an isolated structure at a distorted geometry.

```
15
Properties=species:S:1:pos:R:3:mulliken_spin:R:1
O -0.283 -0.448 2.640 0.001
C -0.601 0.788 2.892 0.002
C 0.983 -0.374 1.340 -0.005
O -1.757 1.163 3.024 0.000
O 0.310 1.636 2.389 0.000
C 1.481 0.966 1.902 0.000
H 1.558 -0.544 0.420 0.001
H 1.197 -1.397 1.662 0.002
H 1.915 1.610 1.131 0.000
H 2.190 0.817 2.725 0.000
O -0.250 0.444 -1.325 -0.005
C -0.710 0.043 -0.211 -0.016
O -1.644 -0.868 -0.286 -0.006
Li -2.408 -0.396 1.388 -0.002
Bi -1.489 -0.892 -2.389 1.028
```

Values from the calculation:
Gap between HOMO and LUMO (alpha / beta)   6.6 / 6.1 eV
Lowest unoccupied orbital energy (alpha / beta)   -6.02 / -6.51 eV
E_HOMO (alpha / beta)   -12.59 / -12.57 eV
Total charge   +1
⟨S²⟩   0.753
Electronic energy   -752.764691 a.u.
2S+1   2
Energy relative to the best compared isomer or geometry (same formula, charge and spin)   4.4405 eV


Entry 3:
The following is a DFT calculation (wB97M-V/def2-TZVPD) of C3H7KNO5P as an isolated structure at a distorted geometry.

```
18
Properties=species:S:1:pos:R:3:mulliken_spin:R:1
K 0.910 0.960 1.233 -0.010
P 2.713 3.439 0.189 -0.075
O 2.311 2.417 -0.923 0.129
O 2.144 3.193 1.573 0.063
O 2.334 4.718 -0.484 0.316
O 4.284 3.503 0.099 0.577
C 0.256 -1.748 -0.533 0.001
O 1.175 -1.980 0.215 -0.001
N -0.975 -1.415 -0.250 -0.001
C -1.417 -1.348 1.160 0.000
C -2.105 -1.373 -1.166 0.000
H 0.341 -1.979 -1.606 0.000
H -2.131 -0.549 1.361 0.000
H -0.589 -1.345 1.869 0.000
H -1.970 -2.221 1.505 0.000
H -2.325 -2.411 -1.413 0.000
H -3.049 -1.033 -0.739 0.000
H -1.909 -0.827 -2.089 0.000
```

Values from the calculation:
Gap between HOMO and LUMO (alpha / beta)   4.6 / 4.0 eV
Lowest unoccupied orbital energy (alpha / beta)   1.60 / 1.61 eV
E_HOMO (alpha / beta)   -3.00 / -2.37 eV
Total charge   -1
⟨S²⟩   0.762
Electronic energy   -1490.833154 a.u.
2S+1   2


Entry 4:
The following is a DFT calculation (wB97M-V/def2-TZVPD) of a 7-piece molecular cluster, C32H51F18IN5O12P overall at a distorted geometry.

```
120
Properties=species:S:1:pos:R:3:mulliken_charge:R:1
H -2.051 2.863 -0.457 0.070
N -3.051 3.074 -0.449 -0.414
C -3.251 4.319 -0.330 0.826
C -4.673 4.819 -0.289 -1.311
C -2.126 5.336 -0.223 -0.869
P -1.389 5.296 1.470 0.090
N -2.734 6.172 2.248 -0.660
I 0.599 3.790 0.489 -0.284
C -0.157 6.529 2.053 -0.982
C 0.919 6.074 3.049 -0.524
C 0.501 5.533 4.431 -0.436
C -0.869 5.949 4.949 -0.321
N -0.952 5.645 6.387 -0.400
C -2.224 5.935 6.930 0.466
N -3.145 4.892 6.778 -0.593
N -2.438 7.030 7.523 -0.702
H -3.368 7.038 7.937 0.248
H -4.769 5.819 -0.714 0.369
H -5.027 4.867 0.745 0.286
H -5.318 4.118 -0.816 0.280
H -2.478 6.359 -0.374 0.344
H -1.359 5.125 -0.966 0.682
H -1.702 4.201 2.265 0.000
H -3.642 5.747 2.106 0.174
H -2.789 7.148 1.985 0.238
H 0.370 6.850 1.148 0.469
H -0.693 7.391 2.450 0.645
H 1.542 6.959 3.216 0.407
H 1.563 5.343 2.567 0.163
H 1.235 5.905 5.154 0.336
H 0.592 4.444 4.461 0.266
H -1.658 5.375 4.459 0.063
H -1.057 7.015 4.775 0.235
H -0.293 6.231 6.889 0.330
H -4.008 5.216 6.356 0.258
H -2.766 4.154 6.198 0.310
C -5.334 0.600 -0.762 -1.018
C -6.824 0.788 -0.613 -0.370
O -7.524 0.537 -1.858 -0.301
C -7.710 -0.729 -2.174 0.316
O -7.399 -1.700 -1.551 -0.528
C -8.457 -0.817 -3.528 0.968
F -7.899 -0.005 -4.436 -0.248
F -9.735 -0.456 -3.372 -0.265
F -8.419 -2.059 -3.998 -0.245
H -4.942 1.231 -1.558 0.311
H -4.830 0.874 0.159 0.299
H -5.096 -0.438 -0.997 0.436
H -7.072 1.819 -0.369 0.334
H -7.242 0.146 0.162 0.322
C -4.056 -5.014 2.030 -1.095
C -2.736 -4.462 1.545 -0.222
O -2.752 -3.014 1.498 -0.303
C -2.587 -2.392 2.649 0.339
O -2.410 -2.868 3.729 -0.517
C -2.607 -0.864 2.407 0.819
F -3.640 -0.505 1.637 -0.209
F -1.485 -0.492 1.774 -0.215
F -2.684 -0.205 3.556 -0.273
H -4.873 -4.651 1.406 0.281
H -4.036 -6.102 1.982 0.386
H -4.251 -4.718 3.060 0.316
H -2.536 -4.761 0.519 0.328
H -1.904 -4.785 2.168 0.334
C 0.930 -1.137 -0.208 -0.919
C 1.691 -0.156 -1.069 -0.131
O 3.029 -0.627 -1.358 -0.361
C 3.128 -1.538 -2.307 0.236
O 2.255 -2.001 -2.977 -0.543
C 4.611 -1.946 -2.481 1.067
F 5.181 -2.200 -1.300 -0.259
F 5.297 -0.961 -3.074 -0.274
F 4.703 -3.036 -3.236 -0.262
H 1.478 -1.342 0.712 0.340
H -0.038 -0.712 0.042 0.230
H 0.771 -2.080 -0.730 0.354
H 1.829 0.785 -0.545 0.153
H 1.172 0.045 -2.006 0.337
C 6.147 -5.037 -0.786 -0.645
C 5.825 -6.464 -1.164 -0.501
O 5.830 -7.342 -0.012 -0.311
C 4.757 -7.300 0.753 0.339
O 3.772 -6.640 0.603 -0.531
C 4.913 -8.305 1.921 0.926
F 6.106 -8.186 2.510 -0.247
F 4.798 -9.557 1.455 -0.257
F 3.968 -8.106 2.832 -0.237
H 7.101 -4.998 -0.261 0.238
H 6.211 -4.431 -1.685 0.183
H 5.380 -4.624 -0.133 0.339
H 6.585 -6.878 -1.824 0.345
H 4.860 -6.544 -1.663 0.351
C -5.563 -2.305 -6.423 -1.141
C -5.331 -0.839 -6.139 0.007
O -3.965 -0.451 -6.417 -0.339
C -3.664 -0.254 -7.687 0.301
O -4.386 -0.343 -8.634 -0.508
C -2.181 0.178 -7.805 0.913
F -1.384 -0.618 -7.087 -0.243
F -2.042 1.432 -7.350 -0.255
F -1.788 0.143 -9.072 -0.240
H -4.859 -2.917 -5.860 0.319
H -6.577 -2.578 -6.130 0.341
H -5.438 -2.524 -7.483 0.355
H -5.464 -0.619 -5.083 0.148
H -6.007 -0.203 -6.709 0.324
C 12.216 -1.310 1.621 -1.103
C 10.711 -1.213 1.520 -0.222
O 10.236 -1.659 0.228 -0.305
C 10.166 -2.966 0.055 0.342
O 10.434 -3.825 0.841 -0.517
C 9.616 -3.272 -1.358 0.923
F 10.238 -2.551 -2.293 -0.256
F 8.308 -2.982 -1.398 -0.225
F 9.767 -4.561 -1.644 -0.252
H 12.689 -0.748 0.816 0.303
H 12.545 -0.898 2.575 0.371
H 12.548 -2.345 1.560 0.322
H 10.376 -0.182 1.588 0.313
H 10.214 -1.792 2.297 0.325
```

Values from the calculation:
Gap between HOMO and LUMO   9.2 eV
Lowest unoccupied orbital energy   0.04 eV
E_HOMO   -9.14 eV
Electronic energy   -4863.351698 a.u.


Entry 5:
The following is a DFT calculation (wB97M-V/def2-TZVPD) of a 6-piece molecular cluster, C5H20N2O5 overall at a distorted geometry.

```
32
Properties=species:S:1:pos:R:3:mulliken_spin:R:1
C -0.903 2.678 -0.716 0.043
C 0.504 2.447 -1.217 0.035
C 1.092 1.087 -1.117 0.264
C 1.961 0.731 -0.171 0.174
N 2.304 -0.592 0.019 0.355
C 3.216 -1.087 -0.672 -0.020
N -1.920 2.378 -1.759 0.030
H -0.999 3.617 -0.185 0.001
H -1.032 1.792 0.028 -0.005
H 0.717 2.907 -2.201 0.019
H 1.193 3.091 -0.561 0.002
H 0.569 0.389 -1.788 0.018
H 2.386 1.377 0.608 0.008
H 3.823 -0.689 -1.493 0.015
H 3.549 -2.135 -0.388 0.009
H -1.852 2.833 -2.668 0.000
H -1.780 1.410 -1.857 0.001
H -0.133 -2.354 -0.023 -0.001
H 0.210 -3.666 -0.669 0.000
O -0.014 -3.290 0.211 0.001
H 1.546 -1.795 2.844 -0.002
H 1.247 -0.410 2.449 -0.003
O 1.912 -0.837 2.953 0.054
H -2.466 -1.214 -0.207 0.000
H -3.368 -1.363 -1.439 0.000
O -2.538 -1.114 -1.238 0.000
H -0.644 -2.449 3.247 0.000
H 0.099 -3.390 2.156 0.000
O 0.302 -2.871 2.934 0.000
H -3.148 1.602 0.400 0.000
H -3.497 2.493 -0.843 -0.001
O -3.954 1.902 -0.093 0.003
```

Values from the calculation:
Gap between HOMO and LUMO (alpha / beta)   8.9 / 4.5 eV
Lowest unoccupied orbital energy (alpha / beta)   -4.11 / -8.41 eV
E_HOMO (alpha / beta)   -12.98 / -12.90 eV
Total charge   +1
⟨S²⟩   0.765
Electronic energy   -687.774726 a.u.
2S+1   2
Energy relative to the best compared isomer or geometry (same formula, charge and spin)   4.7394 eV